{
  "formula": "C9H53O25P",
  "method": "ωB97M-V/def2-TZVPD",
  "elements": ["C", "C", "C", "O", "P", "O", "O", "O", "O", "C", "C", "C", "C", "C", "C", "H", "H", "H", "H", "H", "H", "H", "H", "H", "H", "H", "H", "H", "O", "H", "H", "O", "H", "H", "O", "H", "H", "O", "H", "H", "O", "H", "H", "O", "H", "H", "O", "H", "H", "O", "H", "H", "O", "H", "H", "O", "H", "H", "O", "H", "H", "O", "H", "H", "O", "H", "H", "O", "H", "H", "O", "H", "H", "O", "H", "H", "O", "H", "H", "O", "H", "H", "O", "H", "H", "O", "H", "H"],
  "positions_angstrom": [[-1.409373, 0.720599, -4.560499], [-2.806541, 0.982491, -3.682757], [-2.517735, 2.156062, -2.555756], [-2.993305, 1.829337, -1.202537], [-2.080936, 0.478411, -0.518006], [-3.094057, -0.774225, -0.587623], [-0.620102, 0.238606, -1.438551], [-0.336091, -1.022506, -1.601423], [-1.763079, 0.775919, 1.204327], [-0.517872, -0.012945, 1.453178], [0.973921, 0.687233, 1.543891], [2.294849, -0.294065, 1.773763], [2.026371, -1.925461, 1.876126], [0.549797, -2.648178, 1.813701], [-0.757310, -1.659070, 1.583226], [-0.499657, 1.363945, -4.158613], [-1.595056, 1.063791, -5.664491], [-1.084490, -0.411158, -4.532153], [-3.047142, -0.073551, -3.184944], [-3.653941, 1.341100, -4.406145], [-1.400523, 2.528220, -2.529448], [-3.155823, 3.101046, -2.909057], [-1.072673, -1.525960, -2.057658], [1.022895, 1.854343, 1.439447], [3.390048, 0.174574, 1.841191], [2.957881, -2.644139, 2.008725], [0.348595, -3.807028, 1.914220], [-1.811985, -2.168945, 1.520696], [3.238507, -4.059989, 0.130166], [3.393874, -4.801723, -0.473753], [2.878914, -3.364626, -0.440931], [2.501918, -1.154904, -1.794629], [1.538038, -1.127133, -1.698768], [2.725562, -0.286877, -2.162731], [3.860887, -4.750450, -2.503291], [4.081396, -3.829847, -2.710395], [3.238600, -5.004706, -3.201216], [1.189242, 2.931123, -1.445192], [1.191348, 3.237394, -0.525833], [1.003815, 1.982579, -1.375408], [3.725112, 0.497208, -3.977623], [4.375073, -0.065915, -4.424244], [3.374637, 1.057444, -4.686348], [2.429163, 2.431033, 2.799960], [3.365971, 2.653189, 2.909798], [2.066192, 2.497998, 3.695927], [-5.401421, 3.681354, -0.388079], [-4.751461, 3.118231, -0.834700], [-5.751897, 4.241591, -1.096802], [3.663398, -0.109831, 4.859731], [3.728590, -0.477120, 5.754089], [3.438447, -0.874444, 4.308593], [-3.452024, -3.711588, -1.858914], [-3.083669, -4.476075, -1.391045], [-3.053374, -2.949596, -1.412333], [1.521190, 4.558819, 4.274870], [0.557309, 4.586590, 4.370731], [1.744834, 5.426846, 3.906769], [1.710378, -6.074092, -4.379947], [1.473096, -6.788248, -3.769449], [1.938915, -6.534663, -5.201307], [-0.261002, -3.550441, -3.048413], [0.388958, -4.113564, -3.495034], [-0.611479, -2.990205, -3.757138], [0.101833, -5.374813, 3.458103], [0.103939, -5.068542, 4.377461], [-0.083594, -6.323357, 3.527885], [-7.324937, 5.522050, -1.888090], [-7.722374, 5.918606, -1.098272], [-7.651306, 6.072471, -2.615763], [3.347833, -2.839392, 5.797792], [3.413024, -3.206679, 6.692151], [3.122881, -3.604004, 5.246655], [-2.760553, 4.571308, 1.202407], [-2.695362, 4.204020, 2.096765], [-2.985505, 3.806695, 0.651270], [3.011703, 4.945408, -2.627895], [3.013809, 5.251678, -1.708536], [2.826276, 3.996864, -2.558112], [-7.959141, 7.399487, -4.095587], [-7.053307, 7.733240, -4.011310], [-8.486698, 8.194573, -4.264429], [1.307407, 0.978787, 7.175719], [1.957368, 0.415664, 6.729097], [0.956931, 1.539023, 6.466994], [3.465275, -5.044998, 7.254177], [3.530467, -5.412286, 8.148535], [3.240324, -5.809610, 6.703040]],
  "forces_ev_per_angstrom": [[-0.03, 0.47, -0.20], [1.52, -0.48, 0.11], [-0.40, 1.37, -2.02], [3.40, -2.23, 0.71], [-5.26, -3.27, 1.31], [4.52, 4.31, -0.23], [-3.57, 5.60, 1.46], [0.63, -5.50, -0.76], [2.29, -0.94, -3.77], [3.07, -3.25, 0.78], [-1.37, -4.23, -0.08], [-4.41, -1.82, -0.43], [-2.17, 1.71, -0.16], [-0.17, 5.19, -0.61], [4.24, 1.04, 0.45], [-1.95, -1.36, -0.71], [0.48, -0.88, 2.03], [-0.71, 2.30, -0.17], [0.04, 2.58, -0.89], [1.56, -0.91, 1.59], [-2.17, -1.00, -0.04], [1.32, -2.00, 1.11], [0.64, 0.95, 0.57], [-0.04, -2.83, 0.26], [-2.88, -1.26, -0.16], [-2.16, 1.76, -0.39], [0.80, 2.75, -0.20], [2.18, 1.50, 0.08], [-0.12, -0.18, 0.01], [0.04, 0.41, 0.00], [0.10, -0.09, 0.14], [-0.10, 0.24, -0.05], [0.20, -0.22, 0.05], [0.19, -0.34, -0.08], [-0.06, 0.15, -0.56], [-0.07, -0.20, 0.24], [0.06, -0.09, 0.07], [-0.13, -0.26, 0.26], [0.00, -0.06, -0.27], [0.09, 0.11, 0.04], [0.10, 0.10, -0.52], [-0.22, 0.14, 0.26], [0.10, -0.13, 0.29], [0.89, 0.32, 0.33], [-0.33, -0.04, 0.09], [0.19, 0.13, -0.33], [0.29, -0.10, -0.46], [-0.26, 0.00, 0.22], [-0.16, 0.02, 0.18], [-0.09, 0.12, 0.21], [0.14, -0.17, -0.52], [-0.04, 0.17, 0.31], [0.31, -0.13, 0.26], [-0.10, 0.28, -0.25], [-0.29, 0.04, 0.05], [-0.49, 0.55, 0.19], [0.31, 0.02, -0.02], [-0.01, -0.35, 0.10], [0.03, -0.34, 0.02], [0.03, 0.25, -0.11], [-0.05, 0.25, 0.22], [0.01, 0.17, -0.38], [-0.10, 0.10, 0.15], [0.09, -0.35, 0.12], [-0.04, -0.44, 0.49], [-0.04, 0.05, -0.33], [0.05, 0.31, -0.11], [-0.14, 0.28, 0.23], [0.19, -0.24, -0.22], [-0.04, -0.09, 0.00], [-0.13, 0.07, -0.12], [-0.02, -0.09, -0.46], [0.12, 0.38, 0.25], [0.25, -0.38, 0.25], [-0.08, 0.12, -0.35], [-0.13, 0.30, 0.14], [0.15, -0.06, 0.28], [-0.02, -0.13, -0.40], [-0.15, 0.27, 0.10], [0.23, 0.45, 0.00], [-0.22, -0.11, -0.08], [0.08, -0.34, 0.09], [0.07, 0.03, -0.32], [-0.27, 0.21, -0.02], [0.17, -0.25, 0.26], [-0.08, -0.87, 0.49], [0.00, 0.16, -0.25], [0.11, 0.28, 0.13]],
  "lowdin_charge": [-0.13, -0.18, -0.23, -0.27, 0.88, -0.33, -0.28, -0.11, -0.22, -0.21, 0.01, -0.02, -0.06, -0.02, 0.01, 0.08, 0.08, 0.07, 0.11, 0.11, 0.12, 0.15, 0.11, 0.08, 0.11, 0.08, 0.07, 0.10, -0.09, 0.01, 0.01, -0.06, -0.01, 0.01, -0.06, 0.05, 0.01, -0.05, 0.05, 0.02, -0.05, 0.05, 0.05, -0.11, 0.06, 0.04, -0.06, 0.00, 0.00, -0.08, 0.02, 0.00, -0.07, 0.04, -0.01, -0.06, 0.05, 0.05, -0.05, 0.06, 0.06, -0.05, 0.02, 0.04, -0.07, 0.05, 0.04, -0.06, 0.05, 0.00, -0.07, 0.01, 0.04, -0.07, 0.04, 0.00, -0.08, 0.03, 0.00, -0.05, 0.06, 0.06, -0.06, 0.01, 0.03, -0.05, 0.06, 0.06],
  "total_energy_ev": -70657.352,
  "molar_mass_g_mol": 592.5
}